## 1
DFT (the ωB97M-V functional and the def2-TZVPD basis) results for C12H28BaO16 as an isolated structure.

```
! wB97M-V def2-TZVPD RIJCOSX def2/J DEFGRID3
* xyz -2 1
Ba -0.54 8.69 22.34
O -3.45 5.30 23.69
O -3.33 11.69 21.36
O 1.12 7.40 20.30
O 1.15 3.91 23.60
O -4.45 9.79 20.98
O 0.28 5.88 22.95
O -1.46 9.90 17.83
O 0.00 10.61 19.38
O -3.45 7.51 24.26
O -1.01 8.77 24.98
O -2.64 6.81 22.30
O -0.48 11.46 23.17
O 2.41 5.76 23.75
O -1.48 8.95 19.86
O 2.15 8.38 23.35
O -2.94 9.86 22.62
C 1.18 5.14 23.39
C -1.07 9.77 19.01
C -0.44 12.28 25.46
C 3.28 9.10 23.87
C -3.63 10.37 21.69
C -0.82 8.12 27.33
C 3.34 6.50 20.47
C 0.23 12.29 24.08
C 2.30 7.06 19.53
C -0.18 8.18 25.93
C -3.19 6.47 23.39
C 3.67 8.54 25.23
H 4.74 8.51 25.44
H 2.92 4.96 23.94
H -1.94 8.68 25.21
H 2.02 6.29 18.80
H 0.05 13.00 26.12
H 1.20 11.79 24.17
H -0.28 7.48 28.03
H 0.46 6.75 20.02
H 2.89 10.10 24.02
H -0.39 11.25 25.80
H 4.11 9.03 23.16
H -0.09 7.09 25.81
H 2.37 7.43 23.37
H -1.39 11.79 23.13
H 0.39 13.30 23.69
H 0.12 11.06 18.54
H -1.00 9.09 27.81
H 2.60 7.97 19.03
H -3.29 8.29 23.69
H 3.84 7.23 21.10
H 2.93 5.69 21.07
H 3.18 9.07 26.05
H 4.11 5.95 19.89
H 3.41 7.48 25.36
H -1.49 12.56 25.41
H 0.82 8.60 25.91
H -1.82 7.69 27.20
H -3.79 11.78 20.52
*
```

Properties
HOMO-LUMO gap (eV): 5.7
Lowest unoccupied orbital energy (eV): 3.889

---

## 2
DFT (the ωB97M-V functional and the def2-TZVPD basis) results for C12H28BaO16 as an isolated structure.

```
! wB97M-V def2-TZVPD RIJCOSX def2/J DEFGRID3
* xyz -2 1
Ba 0.26 0.26 -0.31
O 0.81 4.85 1.01
O -1.83 1.81 0.51
O -1.95 -1.14 -1.60
O 1.51 2.79 0.32
O 0.75 1.72 -2.62
O -0.02 -1.90 1.23
O 0.39 -2.54 3.26
O 2.16 1.69 -4.36
O 4.97 -0.12 1.48
O 2.86 -0.31 0.88
O 2.93 4.41 0.38
O 1.33 -1.66 -2.19
O 2.79 1.07 -2.37
O -0.17 -4.00 1.74
O 3.59 -1.71 2.32
O -0.03 0.66 2.63
C 0.03 -2.82 2.05
C 1.75 3.96 0.56
C -2.95 -1.12 -2.58
C 0.79 1.33 3.62
C -3.15 1.37 0.85
C 3.83 -0.68 1.55
C -3.08 0.18 1.74
C 0.73 -2.18 -3.35
C 0.07 1.56 4.89
C 1.44 -3.55 -3.60
C -2.75 0.11 -3.47
C 1.89 1.50 -3.06
H 0.05 -0.29 2.76
H 1.19 -4.24 -2.79
H -2.64 0.52 2.68
H 0.89 -1.46 -4.16
H -0.32 -2.35 -3.12
H 0.66 2.10 5.62
H 1.30 2.11 -4.48
H -3.69 2.23 1.24
H -2.05 -1.95 -1.10
H -1.65 2.39 1.25
H -3.87 -1.23 -2.02
H 1.34 5.64 1.12
H 2.28 -1.75 -2.25
H -4.07 -0.12 2.08
H -0.92 2.01 4.83
H 1.11 -3.96 -4.55
H -1.70 0.27 -3.70
H -3.62 1.13 -0.10
H 1.23 2.27 3.30
H 2.52 -3.41 -3.65
H -0.04 0.55 5.26
H 1.65 0.67 3.78
H -2.55 -0.70 1.39
H -2.80 -2.02 -3.18
H 0.53 -3.45 3.53
H -3.11 0.91 -2.82
H 2.69 -1.60 1.99
H -3.31 0.17 -4.41
*
```

Properties
HOMO-LUMO gap (eV): 5.3
Lowest unoccupied orbital energy (eV): 3.629

---

Energy ordering: 1 at the bottom, the next structure 0.0809 hartree above.

---

## 1
DFT (the ωB97M-V functional and the def2-TZVPD basis) results for ClH2O2PS2 as an isolated structure.

```
! wB97M-V def2-TZVPD RIJCOSX def2/J DEFGRID3
* xyz 0 1
Cl -2.48 -1.46 0.36
S -0.03 -0.04 1.87
S 1.67 1.03 0.13
P -0.87 -0.39 0.16
O 2.23 -0.21 -0.49
O 0.60 1.54 -0.72
H 0.05 -1.01 -0.59
H -1.17 0.53 -0.72
*
```

Properties
HOMO-LUMO gap (eV): 9.0
Lowest unoccupied orbital energy (eV): -0.835

---

## 2
DFT (the ωB97M-V functional and the def2-TZVPD basis) results for a single ClH2O2PS2 molecule.

```
! wB97M-V def2-TZVPD RIJCOSX def2/J DEFGRID3
* xyz 0 1
Cl 3.13 0.36 -0.01
S -2.14 -1.37 -0.12
S 1.64 -0.95 0.10
P -0.43 -0.23 -0.02
O -0.36 0.82 -1.21
O -0.36 0.69 1.26
H -0.45 0.17 -1.94
H -1.02 0.53 1.95
*
```

Properties
HOMO-LUMO gap (eV): 8.2
Lowest unoccupied orbital energy (eV): -1.280
SMILES: OP(O)(=S)SCl

---

Energy ordering: 2 at the bottom, the next structure 0.0714 hartree above.

---

## 1
DFT (the ωB97M-V functional and the def2-TZVPD basis) results for an isolated ion of composition C5H13N2S and charge -1.

```
! wB97M-V def2-TZVPD RIJCOSX def2/J DEFGRID3
* xyz -1 1
S 2.67 0.13 1.71
N -1.02 0.52 -0.70
N -2.17 -2.26 -1.36
C -0.14 1.44 0.20
C -2.96 -1.10 -0.89
C 2.01 0.13 -0.09
C -2.15 -0.15 0.04
C 1.31 1.42 -0.41
H -1.86 -2.04 -2.40
H 2.91 -0.18 -0.56
H -0.50 -0.18 -1.20
H -3.26 -0.53 -1.70
H 1.38 -0.82 -0.15
H 1.20 1.64 -1.52
H -2.79 0.57 0.55
H -0.07 1.15 1.19
H -1.34 -2.37 -0.77
H -0.74 2.40 0.28
H 1.95 2.26 0.01
H -1.77 -0.77 0.91
H -3.86 -1.52 -0.53
*
```

Properties
HOMO-LUMO gap (eV): 5.9
Lowest unoccupied orbital energy (eV): 3.546
SMILES: NCCNCCC[S-]

---

## 2
DFT (the ωB97M-V functional and the def2-TZVPD basis) results for an isolated ion of composition C5H13N2S and charge -1.

```
! wB97M-V def2-TZVPD RIJCOSX def2/J DEFGRID3
* xyz -1 1
S -4.42 -1.73 -0.29
N 1.73 1.53 0.19
N -0.45 -1.46 0.49
C 1.41 0.11 0.23
C 0.02 -0.11 0.83
C 2.76 1.87 -0.77
C -2.89 -0.84 0.12
C -1.60 -1.48 -0.43
H 2.53 1.62 -1.82
H -1.31 -0.89 -1.30
H -0.65 0.62 0.35
H -0.79 -1.92 1.33
H 2.13 -0.36 0.89
H 2.99 2.94 -0.72
H 0.93 2.13 0.06
H -1.78 -2.50 -0.77
H 0.07 -0.03 1.91
H 1.44 -0.36 -0.76
H 3.68 1.36 -0.49
H -2.98 0.20 -0.24
H -2.80 -0.70 1.20
*
```

Properties
HOMO-LUMO gap (eV): 5.5
Lowest unoccupied orbital energy (eV): 3.179
SMILES: CNCCNCC[S-]

---

Energy ordering: 2 at the bottom, the next structure 0.0252 hartree above.

---

## 1
DFT (the ωB97M-V functional and the def2-TZVPD basis) results for a single C3H6ClNS molecule.

```
! wB97M-V def2-TZVPD RIJCOSX def2/J DEFGRID3
* xyz 0 1
Cl -0.31 -2.08 -0.30
S -2.95 0.81 -0.34
N 0.35 0.62 -0.22
C -2.10 -0.22 0.55
C 1.72 0.37 -0.54
C -0.27 -0.36 0.53
H 0.06 -0.34 1.55
H -0.05 1.04 -1.03
H 2.12 -0.26 0.34
H 1.60 -0.16 -1.50
H -2.46 -0.72 1.44
H 2.28 1.31 -0.47
*
```

Properties
HOMO-LUMO gap (eV): 8.4
Lowest unoccupied orbital energy (eV): -0.460
SMILES: CN[C@H](Cl)C=S

---

## 2
DFT (the ωB97M-V functional and the def2-TZVPD basis) results for a single C3H6ClNS molecule.

```
! wB97M-V def2-TZVPD RIJCOSX def2/J DEFGRID3
* xyz 0 1
Cl 2.35 -0.56 1.18
S -0.14 0.74 -2.17
N -0.37 -0.37 0.26
C 0.33 0.36 -0.60
C -1.90 -0.43 0.32
C 1.82 0.55 -0.13
H -2.16 -1.23 1.00
H -2.21 -0.49 -0.74
H -2.23 0.48 0.70
H 2.02 1.54 0.22
H 2.43 0.39 -1.01
H 0.07 -0.99 0.97
*
```

Properties
HOMO-LUMO gap (eV): 9.1
Lowest unoccupied orbital energy (eV): 0.508
SMILES: CNC(=S)CCl

---

Energy ordering: 2 at the bottom, the next structure 0.0710 hartree above.